Record 1
# C13H20N3O3STm

A structure of composition C13H20N3O3STm (ωB97M-V/def2-TZVPD, the OMol25 dataset).

Each line ends with the Löwdin charge.
Cartesian coordinates (Å):
Tm  0.04411  0.24270  0.65517  1.510
C  -3.54770  -1.28366  -3.27722  0.006
N  -3.21073  -0.41731  -2.16302  -0.104
C  -4.28983  0.39057  -1.62416  0.018
C  -2.01806  -0.37692  -1.61983  -0.360
O  -1.71294  0.38459  -0.65483  -0.131
C  -0.92087  -1.29644  -2.17399  -0.050
O  0.23754  -1.00933  -1.39240  -0.259
C  1.41049  -1.76386  -1.69889  -0.047
C  2.26662  -1.70462  -0.42323  -0.359
O  1.96179  -0.82650  0.43714  -0.134
N  3.24687  -2.55957  -0.26928  -0.107
C  3.97664  -2.64038  0.98124  0.020
C  3.61424  -3.53469  -1.27722  0.003
H  -4.54274  -1.02606  -3.63388  0.112
H  -3.55459  -2.33278  -2.97684  0.115
H  -2.85194  -1.16123  -4.10645  0.106
H  -5.18415  -0.22280  -1.51403  0.114
H  -4.51876  1.22227  -2.29316  0.119
H  -4.00244  0.78726  -0.65064  0.100
H  -0.74455  -1.08625  -3.23752  0.158
H  -1.20986  -2.35223  -2.04315  0.164
H  1.94381  -1.30557  -2.54539  0.165
H  1.14138  -2.79624  -1.94354  0.149
H  3.42783  -2.10960  1.75704  0.101
H  4.97047  -2.20316  0.87937  0.118
H  4.08242  -3.69019  1.25535  0.115
H  3.52918  -3.12873  -2.28236  0.103
H  2.99967  -4.43341  -1.18826  0.119
H  4.65051  -3.82795  -1.12040  0.114
S  -0.88968  -1.64412  2.01689  0.621
C  -0.78502  -0.44321  3.28463  -0.738
C  -1.10723  -0.74446  4.60927  -0.068
C  -0.96988  0.22779  5.58023  -0.010
C  -0.54447  1.49843  5.19945  -0.032
C  -0.26374  1.74452  3.87186  -0.108
N  -0.35764  0.80374  2.90613  -0.131
H  -1.44617  -1.74091  4.84158  0.117
H  -1.19412  0.00668  6.61278  0.129
H  -0.43331  2.28702  5.92562  0.120
H  0.04719  2.73426  3.56027  0.121

Cartesian forces (eV/Å) of the 6 atoms listed first:
-0.2 -0.4 0.2
0.1 -0.5 -0.5
0.5 0.2 0.5
-0.4 0.5 0.5
0.1 -0.2 -0.4
0.1 0.0 -0.1

Calculated values
E_HOMO (spin up / spin down) in eV: -13.94 / -13.94
Expectation value of S²: 2.00
ΔE to the lowest compared entry with this formula, charge and spin in kcal/mol: 0.0
Orbital gap (spin up / spin down) in eV: 7.77 / 7.80
Charge: +2
2S+1: 3

=====

Record 2
# C13H20N6O2RhS

A structure of composition C13H20N6O2RhS in a non-equilibrium geometry (ωB97M-V/def2-TZVPD, the OMol25 dataset).

Each line ends with the Löwdin charge.
Cartesian coordinates (Å):
Rh  -0.20998  -0.06739  0.32565  0.957
N  -0.77047  -4.36605  7.58177  0.133
C  -0.45149  -3.53418  6.56413  -0.307
C  -1.42455  -2.71753  5.96229  -0.011
C  -1.09876  -1.88466  4.91520  -0.066
C  0.20778  -1.85252  4.45560  -0.328
C  1.18672  -2.64574  5.03268  -0.061
C  0.86745  -3.47052  6.08596  -0.012
S  0.67604  -0.83142  3.09733  0.693
O  2.08064  -0.41781  3.37454  -0.332
O  -0.21111  0.29254  2.88560  -0.332
N  0.75299  -1.60157  1.67319  -0.173
C  -0.31036  -2.37055  1.34800  -0.542
N  -0.86369  -3.19288  2.22026  0.142
C  -1.93275  -3.87644  1.81616  -0.083
C  -2.45560  -3.75399  0.54128  -0.031
C  -1.80159  -2.88705  -0.32535  -0.094
N  -0.73145  -2.20017  0.06818  0.012
H  -1.71490  -4.43611  7.91526  0.108
H  -0.07027  -4.95044  8.00068  0.107
H  -2.43901  -2.75582  6.32533  0.115
H  -1.84037  -1.25881  4.44667  0.121
H  2.19400  -2.59790  4.65285  0.112
H  1.63016  -4.08503  6.54126  0.115
H  -2.36771  -4.52649  2.56086  0.119
H  -3.32225  -4.31162  0.23080  0.106
H  -2.13431  -2.72985  -1.34070  0.120
C  -1.94139  0.98019  -0.03539  -0.170
H  -2.84988  0.86792  0.54151  -0.062
H  -2.03142  1.53185  -0.96703  -0.069
N  4.13030  0.21436  2.06175  0.122
C  3.93586  -0.03062  0.61992  -0.153
C  2.66020  0.69391  0.14223  -0.241
N  1.83244  -0.09614  -0.77084  -0.054
H  4.90347  -0.33163  2.44441  0.161
H  3.16293  -0.08685  2.63154  0.065
H  4.30744  1.20239  2.24611  0.163
H  3.80605  -1.10675  0.48467  0.128
H  4.81854  0.28613  0.05555  0.130
H  2.89688  1.64025  -0.34760  0.130
H  2.04842  0.91202  1.03299  0.083
H  1.93522  -1.09642  -0.60144  0.072
H  2.03922  0.08695  -1.74823  0.106

Cartesian forces (eV/Å) of the 6 atoms listed first:
-0.4 1.8 -1.3
-0.1 -0.1 0.2
0.1 0.2 -0.3
0.0 0.0 -0.1
0.0 0.0 0.1
0.3 0.6 -0.4

Calculated values
E_HOMO (spin up / spin down) in eV: -9.65 / -10.63
Expectation value of S²: 6.01
ΔE to the lowest compared entry with this formula, charge and spin in kcal/mol: 11.7
Orbital gap (spin up / spin down) in eV: 7.16 / 7.34
Charge: +1
2S+1: 5

=====

Record 3
# C13H20N6PtS

A structure of composition C13H20N6PtS in a non-equilibrium geometry (ωB97M-V/def2-TZVPD, the OMol25 dataset).

Each line ends with the Löwdin charge.
Cartesian coordinates (Å):
Pt  -0.24337  -0.54725  0.41953  1.189
N  -1.68658  -2.13190  1.29805  -0.047
C  -2.51707  -1.47336  2.30979  -0.209
C  -1.61506  -0.69770  3.26424  -0.201
N  -0.81363  0.27751  2.50793  -0.048
H  -2.27896  -2.59847  0.60873  0.121
H  -1.10638  -2.84543  1.74868  0.117
H  -3.09372  -2.21584  2.88215  0.158
H  -3.24435  -0.81780  1.81784  0.140
H  -0.94812  -1.37730  3.80345  0.139
H  -2.23414  -0.18630  4.01521  0.157
H  -0.02835  0.58997  3.08311  0.118
H  -1.39268  1.10136  2.30836  0.120
N  -1.36977  -1.66732  -3.06039  0.210
C  -1.24930  -0.37503  -2.87709  -0.557
N  -0.84060  0.22998  -1.77516  -0.026
C  -0.81555  1.59292  -1.93896  -0.278
C  -0.44970  2.51922  -0.97000  -0.016
C  -0.49201  3.87929  -1.26890  0.052
C  -0.88629  4.32969  -2.54519  0.051
C  -1.24622  3.43056  -3.53563  0.006
C  -1.22767  2.05736  -3.23998  -0.398
S  -1.66872  0.75412  -4.25130  1.280
H  -1.12386  -2.33618  -2.33872  0.130
H  -1.66437  -2.06205  -3.95111  0.159
H  -0.14618  2.16276  0.01344  0.079
H  -0.22542  4.60740  -0.51246  0.147
H  -0.91046  5.39319  -2.74473  0.153
H  -1.53909  3.78489  -4.51468  0.148
C  3.12300  0.54479  1.23480  0.065
C  2.94778  -0.85098  0.86439  -0.248
N  1.76408  -1.45870  0.58676  -0.026
C  2.04034  -2.75016  0.31129  0.030
C  3.41875  -2.94754  0.40897  0.140
N  3.94228  -1.75828  0.75299  0.220
H  2.17382  1.08334  1.19605  0.077
H  3.86725  1.03745  0.59673  0.142
H  3.55300  0.63526  2.24265  0.147
H  1.29305  -3.48828  0.08407  0.148
H  4.00049  -3.84191  0.25639  0.184
H  4.93378  -1.58327  0.90868  0.226

Cartesian forces (eV/Å) of the 6 atoms listed first:
-1.2 0.1 0.4
0.9 0.0 -0.7
-0.4 0.4 0.9
-0.7 -0.5 0.3
0.6 0.1 -0.8
0.2 0.0 0.1

Calculated values
E_HOMO (spin up / spin down) in eV: -21.18 / -21.15
Expectation value of S²: 6.04
Orbital gap (spin up / spin down) in eV: 8.82 / 4.52
Charge: +4
2S+1: 5

=====

Record 4
# C13H21Br2O6PPdSi2

A structure of composition C13H21Br2O6PPdSi2 in a non-equilibrium geometry (ωB97M-V/def2-TZVPD, the OMol25 dataset).

Each line ends with the Löwdin charge.
Cartesian coordinates (Å):
C  -5.30843  -1.48486  1.35840  -0.105
C  -4.18003  -0.37620  1.23561  -0.305
C  -3.12654  -0.46305  2.44449  -0.725
Br  -3.98111  -0.10932  4.18682  0.905
Si  -1.68155  0.77096  2.08179  0.464
C  -0.64092  1.03398  3.65654  -0.258
C  0.11290  -0.23113  4.19537  -0.822
O  1.23599  -0.09078  4.57359  0.036
Br  -0.64859  -2.03210  4.34742  0.769
O  -0.84724  0.10233  0.76334  -0.305
Si  0.77334  0.61184  0.59062  0.591
C  1.68659  -0.85797  -0.28473  -0.183
O  1.24026  -0.99229  -1.69368  -0.133
C  2.42714  -1.26554  -2.38464  -0.201
C  3.20935  -0.10082  -2.88299  0.045
C  4.46823  -0.40617  -3.56381  0.010
C  4.86214  -1.83381  -3.70972  0.044
C  4.04856  -2.99251  -3.22994  0.008
C  2.80219  -2.70140  -2.53714  0.063
C  1.02025  2.13590  -0.51635  -0.285
P  -0.25447  2.34720  -1.85434  0.502
O  -1.60084  1.80650  -1.52532  -0.300
O  0.33999  1.82734  -3.32812  -0.155
O  -0.44494  4.00548  -2.04906  -0.142
H  -4.97172  -2.48274  0.95122  0.097
H  -6.17100  -1.17495  0.70116  0.094
H  -5.71637  -1.59852  2.39592  0.058
H  -4.57648  0.67370  1.24322  0.086
H  -3.59945  -0.63291  0.30145  0.132
H  -2.71025  -1.51241  2.38484  0.063
H  -2.36137  2.05287  1.74569  0.037
H  0.09530  1.86640  3.44942  0.098
H  -1.30186  1.43088  4.48804  0.087
H  1.48956  0.85670  1.84179  0.036
H  2.79959  -0.68223  -0.24322  0.119
H  1.42368  -1.77663  0.31262  0.113
H  2.89911  0.96355  -2.77124  0.109
H  5.11419  0.42062  -3.93305  0.126
H  5.82689  -2.05543  -4.22213  0.126
H  4.37408  -4.04777  -3.39312  0.128
H  2.14886  -3.51045  -2.13793  0.139
H  1.12641  3.11067  0.04919  0.082
H  2.01789  1.99416  -1.03697  0.057
H  0.24677  0.85815  -3.40394  0.076
H  0.48244  4.33235  -2.09193  0.080
Pd  -4.14855  2.21042  3.49483  0.543

Cartesian forces (eV/Å) of the 6 atoms listed first:
-0.4 0.5 -0.7
0.1 -1.0 1.3
0.0 -0.9 -2.6
0.3 0.1 -0.6
-0.2 -1.5 0.1
-0.4 -0.1 0.0

Calculated values
E_HOMO in eV: -13.68
Orbital gap in eV: 1.54
Charge: +2
2S+1: 1

=====

Record 5
# C13H21IN5O3S2

A cluster of 2 separate species, C13H21IN5O3S2 in total (ωB97M-V/def2-TZVPD, the OMol25 dataset).

Each line ends with the Löwdin charge.
Cartesian coordinates (Å):
C  -3.97652  0.74367  0.87884  0.031
C  -2.99729  0.78196  2.02011  -0.500
O  -2.72406  1.75506  2.66763  0.135
O  -2.40193  -0.43829  2.28052  -0.026
C  -0.97775  -0.37540  2.28822  -0.193
C  -0.47922  -1.80704  2.34085  -0.108
C  1.04377  -1.96067  2.24497  -0.077
N  1.73716  -0.92234  1.46601  0.078
C  2.17311  0.32390  1.86581  -0.254
C  1.99989  0.93421  3.21212  -0.096
C  1.11041  2.20252  3.17308  -0.254
C  1.91565  3.50302  3.00957  -0.555
S  1.89692  4.51380  4.52598  0.719
N  2.78924  0.91386  0.88597  0.127
N  2.74006  0.03514  -0.15963  -0.496
I  3.62863  0.49545  -1.91672  1.040
C  2.10055  -1.06918  0.18593  -0.377
N  1.86546  -2.17857  -0.56638  0.132
C  1.09790  -2.15113  -1.53699  -0.736
S  0.19422  -2.13911  -2.77186  0.948
H  -3.96506  -0.22104  0.38086  0.084
H  -3.69695  1.52918  0.17760  0.095
H  -4.97453  0.95901  1.25884  0.099
H  -0.63397  0.14311  1.38563  0.133
H  -0.66403  0.18346  3.17324  0.117
H  -0.78263  -2.22967  3.29891  0.134
H  -0.96202  -2.36638  1.53872  0.126
H  1.51447  -1.98388  3.22588  0.134
H  1.27305  -2.90517  1.75537  0.129
H  1.60141  0.19798  3.90759  0.115
H  2.99999  1.23235  3.53266  0.132
H  0.49745  2.24334  4.07237  0.097
H  0.41276  2.11716  2.33739  0.097
H  1.50430  4.11104  2.20839  0.072
H  2.95209  3.28858  2.75148  0.059
H  1.53400  5.66666  3.96142  -0.148
O  -1.17110  -2.65220  -5.57183  -0.026
C  -1.12454  -1.96443  -6.57795  -0.594
N  -0.78817  -0.64873  -6.54534  0.158
C  -1.44420  -2.52921  -7.93938  -0.001
H  -0.75528  -0.08272  -7.37235  0.100
H  -0.57978  -0.22583  -5.65837  0.096
H  -2.45935  -2.92118  -7.92337  0.091
H  -0.76304  -3.35310  -8.14371  0.090
H  -1.36040  -1.79263  -8.73641  0.074

Cartesian forces (eV/Å) of the 6 atoms listed first:
0.1 -0.1 0.2
0.0 0.3 0.5
0.1 -0.3 -0.4
0.0 0.0 -0.8
-0.2 -0.1 0.7
0.1 0.2 -0.1

Calculated values
E_HOMO in eV: -11.23
Orbital gap in eV: 6.91
Charge: +1
2S+1: 1

=====

no.,molar mass (g mol⁻¹)
1,467.3
2,427.3
3,487.5
4,626.7
5,486.4